(1)
Molecular formula: C17H18N2O2S
Method: DFT, the ωB97M-V functional and the def2-TZVPD basis

Summary:
Gap between HOMO and LUMO   8.78 eV
HOMO energy   -8.24 eV
SMILES string   Cc1ccc(N2C[C@@H](C(=O)NCc3cccs3)CC2=O)cc1
Strongest force on any atom   0.67 eV/Å
Lowest unoccupied orbital energy   0.5 eV
ΔE to the lowest compared entry with this formula, charge and spin   9.2 kcal/mol

Element x y z (Å)
S 1.10 -1.40 -0.54
O -1.28 3.42 -1.25
O 2.50 2.01 -1.41
N 3.09 0.77 0.38
N -0.63 1.86 0.29
C 2.11 -3.72 -0.16
C 1.55 2.60 0.75
C -4.57 -2.22 -0.37
C 3.68 -0.30 -0.39
C -3.53 -1.15 -0.19
C -3.22 -0.28 -1.23
C -2.28 0.72 -1.08
C 0.92 -3.09 -0.35
C 3.20 -2.83 -0.15
C 2.83 -1.53 -0.34
C 0.79 3.68 -0.01
C 0.41 1.72 1.29
C -1.61 0.87 0.14
C -1.91 0.00 1.18
C 2.41 1.78 -0.22
C -2.85 -0.99 1.01
C -0.50 3.00 -0.44
H 4.68 -0.53 -0.02
H -5.56 -1.77 -0.36
H -3.07 -1.66 1.84
H 0.69 0.67 1.40
H -4.51 -2.95 0.43
H 2.20 -4.78 -0.02
H 2.95 0.60 1.36
H -1.42 0.11 2.14
H -0.06 -3.52 -0.40
H 1.33 4.02 -0.89
H 0.07 2.11 2.26
H 2.19 2.99 1.54
H -4.44 -2.72 -1.32
H 0.56 4.54 0.62
H 4.22 -3.13 -0.01
H -2.06 1.39 -1.89
H 3.76 0.07 -1.42
H -3.73 -0.38 -2.17

---

(2)
Molecular formula: C17H18N2O3S
Method: DFT, the ωB97M-V functional and the def2-TZVPD basis

Summary:
Gap between HOMO and LUMO   8.44 eV
HOMO energy   -7.82 eV
SMILES string   COc1ccc(/C=N/NC(=O)CSc2ccccc2)cc1OC
Strongest force on any atom   0.90 eV/Å
Lowest unoccupied orbital energy   0.6 eV
ΔE to the lowest compared entry with this formula, charge and spin   60.1 kcal/mol

Element x y z (Å)
S -4.57 -0.77 -1.56
O 4.12 1.46 -1.48
O 5.69 0.42 0.28
O -2.04 -2.83 0.61
N -0.38 -0.90 -0.91
N -1.67 -1.28 -1.04
C 1.77 -0.94 0.06
C 0.40 -1.40 -0.03
C -4.61 0.38 -0.21
C -5.24 2.60 0.48
C 3.32 2.07 -2.46
C -5.16 1.63 -0.50
C -2.42 -2.16 -0.33
C -3.86 -2.28 -0.84
C 2.26 0.06 -0.79
C -4.77 2.33 1.76
C -4.15 0.11 1.06
C 3.94 -1.07 1.10
C -4.23 1.08 2.04
C 2.63 -1.49 1.00
C 3.56 0.50 -0.70
C 6.60 -0.10 1.22
C 4.43 -0.07 0.26
H 6.27 0.07 2.24
H -2.14 -0.77 -1.79
H -4.50 -2.64 -0.03
H 7.53 0.43 1.05
H 3.96 2.80 -2.96
H 1.57 0.47 -1.51
H 2.27 -2.27 1.67
H 2.96 1.34 -3.20
H -5.52 1.83 -1.50
H -3.72 -0.85 1.31
H 2.46 2.59 -2.02
H 6.77 -1.18 1.06
H -3.86 0.86 3.03
H 0.10 -2.16 0.68
H -3.88 -3.01 -1.65
H -4.83 3.08 2.53
H 4.58 -1.51 1.84
H -5.66 3.56 0.25

---

(3)
Molecular formula: C17H18N2O3S
Method: DFT, the ωB97M-V functional and the def2-TZVPD basis

Summary:
Gap between HOMO and LUMO   8.07 eV
HOMO energy   -8.69 eV
SMILES string   Cc1ccc(CSCCNC(=O)c2cccc([N+](=O)[O-])c2)cc1
Strongest force on any atom   1.25 eV/Å
Lowest unoccupied orbital energy   -0.6 eV
ΔE to the lowest compared entry with this formula, charge and spin   68.6 kcal/mol

Element x y z (Å)
S 0.89 -2.33 -0.19
O -4.51 0.76 -3.04
O -3.29 -1.00 -3.19
O 2.17 0.96 -1.12
N -3.45 0.18 -2.99
N 1.66 -0.69 -2.58
C -0.39 1.03 2.79
C -1.24 3.10 -2.36
C 2.19 -2.77 -1.40
C -2.37 2.35 -2.65
C 1.89 -1.44 1.08
C -0.82 0.31 3.90
C 0.49 0.46 1.89
C 0.96 -0.83 2.08
C 0.52 -1.55 3.18
C 2.73 -1.56 -2.17
C -0.04 2.46 -2.13
C -2.27 0.97 -2.70
C 1.39 0.44 -1.90
C -1.79 0.92 4.87
C -0.36 -0.98 4.08
C -1.07 0.32 -2.47
C 0.06 1.07 -2.20
H -1.30 4.17 -2.31
H 0.94 -1.10 -3.16
H -1.06 -0.76 -2.47
H 0.83 1.03 1.03
H -1.70 2.00 4.89
H 2.55 -2.18 1.54
H 3.39 -0.97 -1.54
H -2.81 0.67 4.58
H 0.87 -2.56 3.33
H 3.29 -1.91 -3.04
H -3.33 2.82 -2.83
H 3.00 -3.29 -0.88
H -0.74 2.04 2.64
H -0.68 -1.55 4.94
H 1.70 -3.47 -2.07
H 2.46 -0.67 0.57
H -1.63 0.54 5.88
H 0.85 3.03 -1.89

---

(4)
Molecular formula: C17H18N2O5S
Method: DFT, the ωB97M-V functional and the def2-TZVPD basis

Summary:
Gap between HOMO and LUMO   8.62 eV
HOMO energy   -8.64 eV
SMILES string   O=C(O)c1cccc(S(=O)(=O)Nc2ccccc2N2CCOCC2)c1
Strongest force on any atom   0.94 eV/Å
Lowest unoccupied orbital energy   0.0 eV
ΔE to the lowest compared entry with this formula, charge and spin   33.3 kcal/mol

Element x y z (Å)
S -1.35 0.48 1.79
O -1.15 1.80 1.27
O 2.29 -0.04 -1.86
O 3.87 1.52 2.55
O 4.85 -0.46 2.82
O -1.96 0.34 3.08
N -0.43 0.36 -1.16
N -2.30 -0.46 0.75
C 0.18 -1.80 1.82
C -4.57 0.86 -1.84
C 1.36 0.27 2.14
C 0.19 -0.42 1.88
C 1.35 -2.50 2.01
C 2.55 -0.44 2.33
C 1.48 -1.13 -1.51
C 1.87 1.13 -1.19
C 3.80 0.32 2.57
C 0.43 1.48 -1.53
C 0.01 -0.86 -1.82
C -1.82 0.59 -1.39
C 2.54 -1.83 2.26
C -3.66 1.36 -2.76
C -2.31 1.21 -2.53
C -4.11 0.26 -0.69
C -2.75 0.13 -0.45
H 1.84 -1.98 -2.09
H 1.35 -3.58 1.96
H 1.35 1.35 2.21
H -4.01 1.85 -3.66
H -0.76 -2.30 1.63
H -1.61 1.59 -3.27
H -0.12 -0.79 -2.92
H 0.10 2.35 -0.95
H 1.59 -1.34 -0.44
H -3.05 -0.85 1.29
H 0.38 1.70 -2.60
H 3.46 -2.37 2.40
H 2.54 1.93 -1.53
H -5.63 0.96 -2.01
H -4.81 -0.11 0.05
H 1.98 1.00 -0.11
H 5.64 0.08 2.97
H -0.60 -1.69 -1.46

---

(5)
Molecular formula: C17H18N5O3SeZn
Method: DFT, the ωB97M-V functional and the def2-TZVPD basis

Summary:
Charge   +1
Gap between HOMO and LUMO   8.04 eV
HOMO energy   -11.83 eV
Strongest force on any atom   0.18 eV/Å
Lowest unoccupied orbital energy   -3.8 eV
ΔE to the lowest compared entry with this formula, charge and spin   6.7 kcal/mol

Element x y z (Å)
Se -5.26 4.40 -1.07
Zn 0.67 -0.31 0.15
O 0.92 -0.81 1.99
O 0.61 -2.62 -0.02
O 2.31 -1.41 3.62
N -5.08 2.64 -1.02
N -3.53 4.70 -0.77
N -1.34 -0.33 -0.37
N 2.64 -0.33 -0.58
N 0.27 1.81 -0.09
C -1.53 3.35 -0.41
C 0.67 4.16 0.01
C -3.27 1.04 -0.70
C 1.36 -3.66 -0.67
C -3.82 2.39 -0.81
C 3.58 -0.70 0.53
C -1.02 2.05 -0.33
C 1.00 -5.03 -0.12
C 2.08 -0.82 2.59
C -1.90 0.88 -0.48
C 1.09 2.84 0.08
C -0.66 4.42 -0.24
C -2.09 -1.41 -0.47
C -3.47 -1.34 -0.69
C -2.96 3.53 -0.67
C 3.21 -0.07 1.87
C -4.06 -0.11 -0.81
H 4.59 -0.41 0.24
H 2.13 2.61 0.28
H 4.09 -0.10 2.51
H 0.72 -2.68 0.95
H 1.25 -5.09 0.94
H -5.12 0.00 -0.98
H 2.74 -1.00 -1.34
H 1.38 4.96 0.16
H 1.10 -3.58 -1.73
H -1.04 5.43 -0.30
H 2.94 0.98 1.73
H -1.58 -2.36 -0.37
H -4.04 -2.25 -0.77
H -0.06 -5.23 -0.25
H 2.43 -3.47 -0.57
H 2.91 0.56 -0.96
H 3.57 -1.79 0.62
H 1.57 -5.80 -0.65

---

(6)
Molecular formula: C17H19AuN5O6S3
Method: DFT, the ωB97M-V functional and the def2-TZVPD basis

Summary:
Spin multiplicity   3
Charge   -1
Gap between HOMO and LUMO (spin up / spin down)   7.24 / 6.10 eV
HOMO energy (spin up / spin down)   -4.89 / -5.08 eV
Strongest force on any atom   1.31 eV/Å
Lowest unoccupied orbital energy (spin up / spin down)   2.4 / 1.0 eV
ΔE to the lowest compared entry with this formula, charge and spin   9.1 kcal/mol

Element x y z (Å)
Au 0.17 -0.61 -0.38
S -0.12 -2.64 -2.92
S -0.60 -2.51 1.40
S 0.17 0.77 -3.33
O 0.56 0.65 -4.70
O 0.87 -2.29 -3.90
O -0.71 -3.95 -3.09
O -0.17 2.13 -2.92
O 0.35 -2.49 -1.49
O 1.10 0.13 -2.36
N 1.03 -2.92 3.48
N 2.70 -2.54 0.46
N 2.18 -2.57 1.74
N 2.32 -2.88 3.92
N 0.55 0.93 0.74
C -1.32 2.14 1.70
C -3.77 0.11 -2.82
C 0.88 -2.68 2.17
C -2.75 -2.06 -2.68
C -2.02 0.85 2.04
C 4.46 -2.42 2.77
C 0.58 3.32 0.67
C -2.54 0.68 -3.06
C -1.39 -0.11 -3.11
C 3.00 -2.66 2.84
C -1.51 -1.49 -2.94
C -1.13 4.54 1.88
C -3.88 -1.26 -2.62
C 0.04 4.51 1.13
C 1.80 3.28 -0.18
C -0.08 2.08 0.99
C -1.79 3.35 2.15
H -2.71 3.37 2.73
H -2.17 0.24 1.15
H 4.86 -2.84 1.84
H 2.94 -1.59 0.19
H 0.55 5.44 0.89
H 0.27 -3.08 4.12
H -2.41 1.74 -3.19
H 2.48 2.50 0.16
H 4.94 -2.87 3.64
H 1.51 3.03 -1.21
H -4.66 0.73 -2.79
H 4.65 -1.35 2.77
H 2.02 -2.88 -0.23
H -2.99 1.06 2.49
H -4.84 -1.71 -2.42
H -2.79 -3.13 -2.53
H -1.42 0.26 2.73
H 2.31 4.25 -0.19
H -1.52 5.48 2.26